Here is 2 unconnected molecules or ions with the total composition C3H7F2O2P in a non-equilibrium geometry from the OMol25 dataset. Energies are from ωB97M-V/def2-TZVPD.

The HOMO-LUMO gap (spin up / spin down) is 9.294 / 9.292 eV. For the largest force on an atom, the calculation gives 0.0599 Eh/bohr. For the HOMO energy (spin up / spin down), the calculation gives -11.0 / -11.0 eV.

```
15
Properties=species:S:1:pos:R:3:forces:R:3
C -2.177 -1.139 -0.571 2.462 -0.319 -0.258
C -1.105 -0.038 -0.283 -2.698 -0.832 -0.776
C 2.112 1.451 0.259 -2.103 0.710 0.758
O 2.615 -1.051 -0.235 1.017 -0.168 -0.505
O 0.201 -0.537 -0.502 1.218 0.459 1.356
F 1.890 2.121 -0.849 0.156 -0.867 1.500
F 0.413 1.828 1.552 2.437 -0.650 -1.770
P 1.522 -0.312 0.386 -0.628 -1.027 0.099
H -2.171 -2.009 0.052 0.524 -0.334 0.942
H -3.169 -0.834 -0.563 -1.693 1.304 0.054
H -1.982 -1.545 -1.536 0.112 -0.214 -1.068
H -1.308 0.311 0.699 0.566 0.588 0.914
H -1.306 0.755 -1.005 0.316 0.150 0.195
H 3.003 1.816 0.824 -0.976 -0.122 -0.243
H 1.461 -0.817 1.772 -0.710 1.322 -1.198
```
Positions in Å, forces in eV/Å.


Here is a molecular structure, C38H28N6OPS2Tl from the OMol25 dataset. Energies are from ωB97M-V/def2-TZVPD.

The HOMO-LUMO gap is 7.286 eV. For the largest force on an atom, the calculation gives 0.0125 Eh/bohr. For the HOMO energy, the calculation gives -7.8 eV.

```
77
Properties=species:S:1:pos:R:3:forces:R:3
Tl -0.143 -0.017 -0.206 -0.578 -0.242 0.034
S -2.370 0.455 1.010 -0.005 -0.041 0.007
C -3.181 -0.178 -0.419 0.041 0.059 -0.014
C -4.293 -1.002 -0.239 0.007 0.012 0.037
C -4.982 -1.545 -1.310 -0.062 -0.092 0.067
C -6.114 -2.397 -1.063 0.050 0.096 -0.074
N -7.020 -3.073 -0.858 0.021 -0.046 0.026
C -4.544 -1.289 -2.614 -0.053 -0.028 -0.124
C -3.439 -0.477 -2.808 0.047 0.036 -0.023
C -2.750 0.098 -1.740 -0.034 -0.040 -0.030
S -1.358 1.117 -2.115 0.073 0.023 -0.003
C -5.201 -1.876 -3.751 0.038 0.005 0.131
N -5.711 -2.354 -4.664 0.003 0.008 -0.023
H -4.619 -1.225 0.767 -0.007 0.004 0.000
H -3.104 -0.279 -3.818 0.014 -0.015 0.011
O 2.476 -0.577 -0.676 0.153 0.167 0.128
C 3.299 -0.819 0.446 -0.030 0.060 -0.085
C 2.547 -0.935 1.758 -0.024 -0.066 -0.062
C 3.170 -1.506 2.861 -0.003 -0.010 0.007
C 2.466 -1.619 4.045 0.009 -0.011 0.008
C 1.153 -1.174 4.093 -0.023 0.002 0.003
C 0.606 -0.622 2.950 0.034 0.060 -0.004
N 1.297 -0.489 1.815 -0.033 0.054 0.024
H 2.031 -1.410 -0.909 -0.049 0.064 0.059
H 4.002 0.016 0.507 0.010 0.007 0.006
H 3.895 -1.724 0.301 -0.008 -0.022 0.020
H 4.186 -1.870 2.777 -0.001 0.004 -0.002
H 2.928 -2.066 4.916 0.000 0.003 0.003
H 0.557 -1.262 4.989 -0.001 -0.006 0.000
H -0.424 -0.286 2.922 0.007 0.005 0.019
N -0.125 -2.118 -0.317 0.642 -0.040 -0.048
P 0.165 -3.139 -1.451 -0.314 -0.028 0.048
C -1.332 -3.914 -2.112 -0.010 -0.055 -0.090
C -2.380 -4.104 -1.212 0.005 0.045 -0.002
C -3.557 -4.704 -1.630 -0.010 0.032 -0.034
C -3.703 -5.099 -2.954 -0.028 -0.003 0.015
C -2.666 -4.910 -3.855 0.030 0.018 -0.002
C -1.478 -4.327 -3.434 -0.028 0.009 -0.014
C 1.090 -2.548 -2.901 0.015 -0.019 -0.083
C 2.436 -2.842 -3.109 -0.002 -0.011 -0.006
C 3.130 -2.251 -4.157 -0.025 -0.007 0.010
C 2.483 -1.364 -5.004 0.004 -0.006 0.012
C 1.141 -1.064 -4.804 0.011 0.020 -0.005
C 0.450 -1.653 -3.759 0.019 0.014 0.008
C 1.165 -4.527 -0.830 -0.003 -0.006 0.062
C 1.700 -4.417 0.448 0.030 0.014 0.007
C 2.490 -5.437 0.967 -0.014 0.011 -0.007
C 2.742 -6.570 0.209 -0.001 0.001 -0.014
C 2.198 -6.690 -1.066 0.010 0.000 0.018
C 1.410 -5.675 -1.582 -0.028 0.009 -0.019
H -2.269 -3.753 -0.193 0.004 0.001 0.005
H -4.373 -4.842 -0.933 -0.019 -0.008 0.017
H -4.635 -5.538 -3.286 -0.002 0.003 0.000
H -2.787 -5.200 -4.890 0.001 -0.007 -0.003
H -0.677 -4.169 -4.146 0.007 -0.019 0.004
H 2.947 -3.538 -2.455 0.000 -0.006 0.002
H 4.175 -2.488 -4.313 0.001 -0.003 0.003
H 3.024 -0.905 -5.822 -0.001 0.002 -0.001
H 0.635 -0.366 -5.458 -0.005 -0.006 -0.004
H -0.593 -1.412 -3.602 -0.062 0.040 0.016
H 1.466 -3.530 1.027 -0.005 -0.017 0.009
H 2.898 -5.350 1.966 0.002 0.001 0.001
H 3.355 -7.366 0.611 -0.001 -0.003 0.001
H 2.386 -7.580 -1.653 -0.002 -0.002 -0.001
H 0.978 -5.777 -2.571 0.002 0.003 0.000
N -1.973 6.309 1.160 -0.007 0.005 0.010
C -1.141 5.523 1.082 0.056 -0.051 -0.018
C -0.079 4.556 0.988 -0.091 0.049 0.000
C 1.232 4.914 1.282 0.030 0.019 0.008
C 2.221 3.955 1.168 0.001 0.004 -0.004
C 1.859 2.678 0.776 -0.037 0.031 0.010
N 0.601 2.333 0.507 0.211 -0.001 -0.040
C -0.356 3.250 0.597 -0.001 -0.040 -0.034
H 1.461 5.926 1.586 0.002 -0.002 0.000
H 3.255 4.190 1.377 0.002 -0.004 -0.004
H 2.601 1.899 0.663 0.025 -0.050 0.016
H -1.360 2.921 0.354 -0.008 0.011 0.005
```
Positions in Å, forces in eV/Å.


Here is C10H20N2 in the gas phase in a non-equilibrium geometry from the OMol25 dataset. Energies are from ωB97M-V/def2-TZVPD.

The HOMO-LUMO gap is 9.098 eV. For the largest force on an atom, the calculation gives 0.0793 Eh/bohr. For the HOMO energy, the calculation gives -8.2 eV. As for the structure (SMILES): C[C@@H]1[C@H]2CC[C@H](C2)[C@@]1(C)N(C)N.

```
32
Properties=species:S:1:pos:R:3:forces:R:3
C 0.661 2.424 0.434 -1.020 -0.588 1.005
C 0.631 0.876 0.633 0.459 2.914 -1.835
C 1.993 0.199 0.598 -1.504 -1.048 -2.376
C 1.798 -1.171 1.221 0.569 -1.394 1.128
C 0.875 -2.032 0.221 1.331 1.479 -1.282
C 0.683 -0.924 -0.863 -1.131 -1.295 -2.771
C 2.025 -0.221 -0.889 -0.127 0.580 -0.012
C -0.299 0.162 -0.380 -1.206 -1.423 2.738
C -1.025 0.934 -1.425 1.866 0.125 -1.375
N -1.541 -0.470 0.627 0.105 -0.436 -2.187
C -2.436 -1.339 -0.237 2.318 -2.938 1.618
N -2.493 0.429 1.210 1.043 -0.238 0.523
H 1.093 2.804 -0.483 0.087 0.041 -0.157
H 1.055 2.911 1.317 0.992 0.010 0.041
H -0.378 2.756 0.565 0.026 0.055 -0.721
H 0.246 0.802 1.583 -1.114 -0.584 2.267
H 2.806 0.858 0.748 0.943 0.327 1.277
H 1.287 -1.134 2.183 0.267 0.141 0.206
H 2.816 -1.632 1.365 -1.126 0.048 -0.068
H 1.539 -2.825 -0.208 -1.016 0.323 0.374
H -0.143 -2.345 0.508 1.029 -0.207 0.609
H 0.408 -1.240 -1.945 0.193 -0.103 1.818
H 2.083 0.623 -1.558 -0.412 0.629 -0.230
H 2.859 -0.821 -1.229 0.162 -0.651 0.390
H -1.962 0.514 -1.680 -0.954 -0.467 -0.159
H -0.467 1.009 -2.388 -0.115 -0.118 0.626
H -1.140 1.923 -1.092 -0.567 1.357 0.245
H -2.754 -2.252 0.420 -0.190 1.989 -1.003
H -3.219 -0.868 -0.787 -0.912 0.585 0.134
H -1.849 -1.881 -1.016 0.071 0.662 0.429
H -2.968 0.968 0.514 -0.194 0.739 -0.229
H -2.182 0.966 2.034 0.126 -0.512 -1.022
```
Positions in Å, forces in eV/Å.


Here is a molecular structure, C16H32O4S3 in a non-equilibrium geometry from the OMol25 dataset. Energies are from ωB97M-V/def2-TZVPD.

The HOMO-LUMO gap is 9.150 eV. For the largest force on an atom, the calculation gives 0.3674 Eh/bohr. For the HOMO energy, the calculation gives -8.6 eV.

```
55
Properties=species:S:1:pos:R:3:forces:R:3
C 3.068 6.705 3.264 -1.356 -3.103 -0.845
C 3.100 5.392 2.262 1.463 0.708 4.160
C 1.881 4.473 2.555 2.673 3.066 1.317
C 1.905 3.337 1.640 -4.495 -0.133 -2.053
C 1.912 3.656 -0.004 -5.215 3.446 6.256
C 1.548 2.468 -0.633 -1.557 -1.275 -1.511
H 2.225 1.822 -0.402 4.510 -4.760 1.499
H 1.659 2.510 -1.654 -0.780 0.034 -2.692
S 0.014 1.707 -0.099 -3.836 1.113 -3.213
O -0.897 1.788 -1.416 2.009 -0.701 2.743
C 0.406 -0.138 0.089 0.795 0.686 -8.689
C 1.269 -0.443 1.249 -2.873 -3.121 -1.075
H 1.988 0.279 1.228 2.244 1.647 1.231
H 1.485 -1.512 1.200 1.012 0.229 -0.036
S -0.103 -0.388 2.307 -6.000 7.393 0.842
O -0.138 -1.119 3.487 1.163 -2.645 2.781
O -0.535 1.087 2.468 2.123 -3.578 -0.037
C -1.585 -0.903 1.195 0.394 -0.143 2.464
C -0.898 -1.025 -0.124 -2.790 6.520 -1.778
H -1.688 -0.320 -0.789 2.570 -1.825 0.796
S -0.504 -2.587 -0.869 -18.519 0.402 -1.988
O 0.740 -2.711 -0.535 18.416 -2.573 3.336
C -0.853 -2.143 -2.525 0.553 4.315 -2.676
C -2.403 -2.015 -2.950 6.482 -6.192 -5.661
C -2.640 -3.642 -3.202 -11.319 11.562 4.029
C -3.003 -4.466 -2.081 3.716 4.196 2.575
C -1.827 -5.294 -2.083 3.029 -2.888 7.703
C -1.915 -6.274 -0.494 -5.345 9.388 -1.651
H -1.964 -5.381 0.260 0.633 -2.180 -1.036
H -1.203 -6.868 -0.576 6.753 -5.047 0.270
H -2.832 -6.780 -0.503 -1.444 -0.624 -0.019
H -0.738 -4.837 -1.944 -2.648 -0.714 -0.755
H -1.844 -6.083 -2.735 0.143 -1.545 -2.210
H -3.876 -4.902 -2.245 -3.625 -2.368 -0.190
H -3.052 -3.703 -1.221 -0.165 -1.781 -0.517
H -2.324 -4.110 -3.899 5.770 -5.031 -8.855
H -3.719 -3.417 -3.763 1.702 -0.676 0.914
H -2.604 -1.436 -3.900 0.864 -0.685 1.056
H -2.867 -1.595 -2.238 -4.183 2.430 5.366
H -0.390 -1.063 -2.592 -0.300 -1.883 -0.415
H -0.417 -2.828 -3.282 0.300 0.520 0.886
H -2.571 -0.203 1.520 3.209 -1.705 -1.363
H -1.717 -1.902 1.511 -0.972 -1.210 0.912
H 0.966 -0.184 -1.126 -0.983 -0.285 3.803
H 2.799 4.191 -0.083 1.335 0.788 -1.475
H 0.888 4.210 -0.107 2.261 0.750 0.071
H 2.746 2.807 1.768 3.107 -2.469 0.744
H 0.965 2.731 1.839 1.396 0.281 -0.166
H 1.111 5.145 2.363 -2.132 0.835 -0.586
H 1.867 4.469 3.711 -0.007 -1.360 -1.740
H 3.228 5.815 1.323 -0.247 0.231 -2.164
H 4.090 4.858 2.526 -1.390 0.606 -0.475
H 3.175 6.176 4.270 -0.582 1.651 -0.909
H 2.170 7.354 3.014 0.719 -1.094 0.970
H 3.899 7.296 3.023 1.417 0.793 0.057
```
Positions in Å, forces in eV/Å.


Short version: relative energy (zero: lowest compared OMol25 entry of this formula, charge and spin) = 125.3; 16.3; 45.8; 364.8 kcal per mole, in the order given.